A cluster of 2 separate species, C8H11F4N in total in a non-equilibrium geometry, computed with ωB97M-V/def2-TZVPD.

Each line ends with the Löwdin charge.
Cartesian coordinates (Å):
F -2.906 -0.258 2.986  0.127
F -1.347 -1.410 3.756  0.100
F 0.101 0.366 2.339  0.069
F -2.430 -2.057 1.990  0.132
N 0.543 -2.499 2.575  0.152
C 0.638 -0.263 -0.283  -0.181
C 0.655 0.466 -1.575  -0.214
C -1.848 -0.983 2.572  -0.579
C -0.862 -0.307 1.723  -0.127
C 1.570 -1.870 2.834  -0.166
C -0.693 1.126 -1.724  -0.226
C -1.408 1.054 -0.366  -0.142
C -0.754 -0.240 0.238  -0.257
H -0.621 2.197 -2.100  0.121
H 2.504 -2.270 3.266  0.077
H 0.857 -0.232 -2.349  0.093
H -1.118 2.033 0.254  0.159
H -2.477 1.014 -0.681  0.120
H -1.400 -0.867 -0.269  0.127
H -1.300 0.419 -2.513  0.157
H 1.224 0.186 0.434  0.081
H 1.473 1.306 -1.505  0.149
H 1.710 -0.756 2.875  0.086
H 0.953 -1.338 -0.427  0.146

## Properties
**HOMO energy (alpha / beta)**: -9.67 / -8.65 eV
**Strongest force on any atom**: 3.352 eV/Å
**2S+1**: 1
**Energy above the lowest of the compared OMol25 structures with the same formula, charge and spin**: 64.2 kcal/mol
**Kohn-Sham gap (alpha / beta)**: 0.351 / 0.302 Eh
**Calculated total energy**: -765.4742 Ha

=====

An isolated molecule of C8H11IOSi in a non-equilibrium geometry, computed with ωB97M-V/def2-TZVPD.

Each line ends with the Löwdin charge.
Cartesian coordinates (Å):
I -2.949 -1.286 -2.065  0.466
Si -0.681 -0.574 -1.344  0.111
O -0.266 0.517 -2.461  -0.328
C -1.036 1.275 0.824  -0.131
C 0.751 1.499 -2.451  -0.104
C -0.934 -1.099 1.413  -0.096
C -1.240 1.602 2.138  -0.068
C -0.936 0.605 3.129  -0.077
C 0.709 -1.981 -1.267  -0.125
C -0.797 -0.720 2.766  -0.096
C -0.904 -0.046 0.444  -0.328
H -1.134 2.023 -0.009  0.120
H -0.775 0.909 4.118  0.081
H 0.655 1.995 -1.502  0.065
H 0.516 -2.350 -0.253  0.006
H -0.961 -2.138 0.914  0.113
H 0.487 2.170 -3.247  0.085
H 1.555 -1.475 -1.380  -0.035
H -1.065 2.615 2.408  0.092
H -0.583 -1.564 3.530  0.133
H 1.734 1.063 -2.593  0.088
H 0.384 -2.651 -2.064  0.031

## Properties
**HOMO energy**: -9.06 eV
**Strongest force on any atom**: 6.348 eV/Å
**2S+1**: 1
**Energy above the lowest of the compared OMol25 structures with the same formula, charge and spin**: 0.0 kcal/mol
**Kohn-Sham gap**: 0.353 Eh
**Calculated total energy**: -973.9008 Ha

=====

An isolated molecule of C8H11N in a non-equilibrium geometry, computed with ωB97M-V/def2-TZVPD.

Each line ends with the Löwdin charge.
Cartesian coordinates (Å):
N 1.983 -0.414 -0.783  -0.047
C 0.956 0.160 -1.683  -0.125
C 0.062 0.029 0.645  -0.377
C -1.741 0.021 -0.711  -0.024
C -2.092 -0.534 0.454  -0.116
C -0.277 0.452 -0.739  -0.268
C -0.980 -0.722 1.373  -0.151
C 1.390 -0.705 0.559  -0.133
C 0.069 1.581 0.312  0.052
H 2.117 -0.699 1.327  0.104
H -3.180 -0.657 0.613  0.112
H -2.429 0.202 -1.610  0.126
H 0.672 -0.649 -2.372  0.105
H 0.845 2.250 0.152  0.072
H -1.295 -0.221 2.375  0.149
H -0.582 -1.730 1.756  0.140
H -0.676 2.100 0.863  0.087
H 2.713 0.268 -0.806  0.081
H 1.140 -1.758 0.529  0.101
H 1.306 1.025 -2.254  0.112

## Properties
**HOMO energy**: -8.52 eV
**Strongest force on any atom**: 4.862 eV/Å
**2S+1**: 1
**Energy above the lowest of the compared OMol25 structures with the same formula, charge and spin**: 38.8 kcal/mol
**Kohn-Sham gap**: 0.350 Eh
**Calculated total energy**: -366.0763 Ha

=====

The ion C8H11N2O with charge +1 in a non-equilibrium geometry, computed with ωB97M-V/def2-TZVPD.

Each line ends with the Löwdin charge.
Cartesian coordinates (Å):
O -2.533 1.005 -1.363  0.238
N -2.387 -2.247 0.381  0.248
N -1.688 0.793 -0.525  -0.131
C -1.676 -1.466 -0.041  -0.151
C 1.230 0.769 -1.175  -0.020
C -0.857 -0.445 -0.644  -0.167
C -1.562 1.323 0.703  0.010
C 1.441 -1.529 -0.252  0.011
C 0.587 0.256 1.313  -0.104
C 0.607 -0.132 -0.179  -0.449
C -0.505 1.117 1.591  0.090
H 1.357 -2.061 -1.188  0.094
H 2.466 -1.429 -0.062  0.071
H 0.636 -0.596 2.017  0.170
H 1.041 -2.178 0.580  0.106
H 2.313 0.694 -1.070  0.116
H -0.633 1.825 2.450  0.168
H -0.844 -0.659 -1.770  0.201
H 0.914 0.295 -2.057  0.080
H 1.485 0.796 1.509  0.149
H -2.298 2.077 1.054  0.167
H 0.904 1.791 -1.272  0.102

## Properties
**Charge**: +1
**HOMO energy (alpha / beta)**: -15.82 / -15.82 eV
**Strongest force on any atom**: 4.059 eV/Å
**2S+1**: 1
**Energy above the lowest of the compared OMol25 structures with the same formula, charge and spin**: 134.7 kcal/mol
**Kohn-Sham gap (alpha / beta)**: 0.312 / 0.312 Eh
**Calculated total energy**: -495.7679 Ha

=====

A structure of composition C8H11N2P in a non-equilibrium geometry, computed with ωB97M-V/def2-TZVPD.

Each line ends with the Löwdin charge.
Cartesian coordinates (Å):
P -0.007 1.842 -2.125  0.892
N 1.486 -0.049 -1.116  -0.001
N 0.216 0.522 -0.993  -0.372
C -1.797 0.289 0.432  -0.059
C 0.766 -1.758 1.937  -0.016
C -3.803 1.591 0.426  0.033
C -0.558 0.079 -0.008  -0.119
C 1.764 -0.901 -0.152  -0.392
C 0.777 -1.056 0.831  -0.151
C 3.092 -1.549 -0.108  -0.043
C -2.708 1.241 -0.185  -0.184
H 1.789 -2.116 2.251  0.076
H -4.112 1.081 1.265  0.044
H 2.888 -2.574 0.217  0.081
H -4.432 2.316 0.047  0.041
H 3.719 -1.534 -1.027  0.091
H 0.503 1.453 -3.471  -0.078
H -2.166 1.797 -0.954  0.010
H -0.183 -1.809 2.560  0.073
H 3.703 -1.007 0.592  0.077
H 1.287 2.250 -1.689  -0.081
H -2.226 -0.108 1.270  0.079

## Properties
**HOMO energy (alpha / beta)**: -5.27 / -8.86 eV
**Strongest force on any atom**: 7.490 eV/Å
**Expectation value of S²**: 2.043
**2S+1**: 3
**Kohn-Sham gap (alpha / beta)**: 0.222 / 0.248 Eh
**Calculated total energy**: -762.0204 Ha